Arrangement 1

Density functional theory data (ωB97M-V with the def2-TZVPD basis set) for the molecule CH3IO3S2.

The geometry in XYZ format:
```
10
Properties=species:S:1:pos:R:3
C -0.8078 -0.1840 -1.0766
O 0.9957 -1.6503 0.0529
O -0.7225 0.5370 1.3642
O 0.2994 2.1521 -0.2182
S 1.7784 -0.4456 0.5967
S 0.0432 0.8033 0.1761
I 1.4820 -0.3868 2.9900
H -0.2557 -0.5992 -2.0388
H -1.4401 -0.9845 -0.6098
H -1.3728 0.7581 -1.2365
```

Results
HOMO energy	-9.910	eV

natural (NBO) population analysis, charges in e, atoms 1 to 8: C -0.84; O -0.91; O -0.94; O -0.90; S 0.80; S 1.94; I 0.05; H 0.28



Arrangement 2

Density functional theory data (ωB97M-V with the def2-TZVPD basis set) for the molecule CH3IO3S2.

The geometry in XYZ format:
```
10
Properties=species:S:1:pos:R:3
C 1.0279 1.1284 0.0093
O 1.3658 -1.3604 -0.8699
O -1.1299 -0.3052 -0.9172
O 0.0727 -1.0099 1.2247
S -2.3852 0.0210 0.0795
S 0.4385 -0.5581 -0.0642
I -2.8179 -2.0833 0.8967
H 0.6660 1.2255 -0.9824
H 0.6168 1.8598 0.6357
H 2.1453 1.0822 -0.0122
```

Results
SMILES	CS(=O)(=O)OSI
HOMO energy	-8.781	eV

natural (NBO) population analysis, charges in e, atoms 1 to 8: C -0.86; O -0.86; O -0.86; O -0.91; S 0.36; S 2.28; I 0.09; H 0.24



Short version: arrangement 1 is the least stable of them.



Arrangement 1

Density functional theory data (ωB97M-V with the def2-TZVPD basis set) for the ion C4H7IN with charge +1.

The geometry in XYZ format:
```
13
Properties=species:S:1:pos:R:3
C -0.2205 2.5309 -0.1478
C -0.0433 1.3336 -0.0375
C -0.3080 -0.7991 -1.2294
C 0.2905 -0.0643 -0.1073
N -0.0737 -0.7824 1.2326
I 2.5821 -0.2605 -0.0517
H -0.3488 3.5667 0.2406
H 0.0283 -1.7495 -1.5671
H -1.3887 -0.5748 -1.0176
H -0.1722 -0.2431 -2.0871
H -1.1219 -0.7334 1.5441
H 0.3100 -1.8168 1.1843
H 0.4662 -0.4073 2.0440
```

Results
net charge	+1
SMILES	C#C[C@](C)([NH3+])I
HOMO energy	-13.853	eV

natural (NBO) population analysis, charges in e, atoms 1 to 8: C -0.04; C -0.19; C -0.69; C 0.06; N -0.75; I 0.16; H 0.28; H 0.27



Arrangement 2

Density functional theory data (ωB97M-V with the def2-TZVPD basis set) for the ion C4H7IN with charge +1.

The geometry in XYZ format:
```
13
Properties=species:S:1:pos:R:3
C 0.1163 -1.2842 0.2812
C -1.1619 -0.3965 -0.7170
C 0.0372 1.1772 0.7273
C 0.8102 0.0176 0.2405
N -0.2322 0.7265 -0.6229
I 2.9929 -0.0744 -0.0206
H -0.2452 -1.6313 1.2445
H 0.6340 -2.0890 -0.1877
H -1.2160 -0.6708 -1.7309
H -2.0178 -0.2282 -0.1047
H -0.4832 1.0908 1.7700
H 0.7226 2.0758 0.5875
H 0.0431 1.2865 -1.4672
```

Results
net charge	+1
SMILES	I[C@]12CC[N@H+]1C2
HOMO energy	-13.987	eV

natural (NBO) population analysis, charges in e, atoms 1 to 8: C -0.43; C -0.19; C -0.29; C 0.04; N -0.40; I 0.26; H 0.24; H 0.25



Arrangement 3

Density functional theory data (ωB97M-V with the def2-TZVPD basis set) for the ion C4H7IN with charge +1.

The geometry in XYZ format:
```
13
Properties=species:S:1:pos:R:3
C 2.2327 -0.0558 -0.5080
C 3.4162 -0.7031 -0.4158
C 1.3055 0.5119 0.2446
C -0.0603 0.5894 -0.2587
N -0.9261 -0.6479 0.4642
I 5.3290 0.0146 0.0556
H 1.6850 -0.4036 -1.3593
H 1.8355 1.0050 1.0846
H -0.2253 0.4949 -1.2819
H -0.5931 1.4736 0.1335
H -0.6483 -0.5936 1.4677
H -0.6955 -1.4857 0.0261
H -1.8500 -0.3053 0.2753
```

Results
net charge	+1
HOMO energy (spin up / spin down)	-11.974 / -11.814	eV

natural (NBO) population analysis, charges in e, atoms 1 to 8: C -0.37; C -0.02; C -0.33; C -0.20; N -0.71; I 0.35; H 0.24; H 0.25



Short version: arrangement 3 is the least stable of them.